# C15H27ClIOP2Pb

A molecular structure, C15H27ClIOP2Pb in a non-equilibrium geometry (the ωB97M-V functional and the def2-TZVPD basis, the OMol25 dataset).

Calculated values
F_max in Eh/bohr: 0.355
Total charge: +3
HOMO energy in Eh: -0.633

Structure (XYZ):
```
48
Properties=species:S:1:pos:R:3:forces:R:3
H -0.259 -1.660 -4.124 -0.1 0.0 0.4
H 0.295 -3.479 -0.566 -0.1 -0.2 -0.1
C 1.729 -0.985 0.676 11.4 -11.7 8.1
H 1.276 -0.898 -3.611 -0.1 0.0 0.0
I 4.057 -0.095 -2.080 -0.1 0.0 0.1
H 0.127 3.583 2.675 0.3 -0.2 -0.2
H -0.615 1.958 2.773 0.0 0.2 0.0
H 3.382 1.274 2.092 0.1 0.1 0.1
H -2.441 1.525 1.070 0.3 0.4 -0.1
H -0.433 -0.128 2.396 0.3 0.1 -0.5
H 2.650 2.538 3.119 -0.4 0.1 -0.3
C -4.365 0.665 1.333 0.4 -0.1 0.0
C -0.759 -0.611 1.460 -1.1 -1.2 2.1
P 1.233 1.964 1.206 1.6 6.4 2.9
H -2.414 -0.633 -1.786 -0.2 -0.1 0.0
H -5.008 -2.600 1.983 0.1 0.0 0.0
H 6.330 1.032 -2.966 -0.2 -0.1 0.1
H 5.906 -0.371 -4.011 -0.2 0.0 0.2
C -4.433 -1.705 1.781 0.3 0.2 0.0
H 0.092 -3.731 -2.323 -0.2 0.5 -0.1
H -0.940 2.986 1.362 0.0 0.2 0.2
H -4.883 1.605 1.192 0.0 0.0 0.0
H 2.062 0.853 3.196 0.1 0.1 0.1
H -2.232 -2.006 -0.675 -0.1 0.0 -0.2
H -0.442 -1.659 1.604 -0.1 0.3 -0.2
H -0.218 0.062 -3.622 0.0 -0.1 -0.2
H 2.896 3.085 -0.153 0.0 0.1 0.0
O 2.429 -1.747 1.224 -3.6 3.7 -2.5
C -2.970 0.618 1.266 -1.0 -0.9 0.1
Pb 0.642 0.200 -0.177 -7.1 6.5 -4.3
C 0.196 -0.933 -3.442 0.4 0.7 0.6
H -2.271 -2.298 -2.440 0.5 0.1 0.0
C 1.955 3.391 0.313 -0.1 -0.7 -0.6
C -2.279 -0.588 1.458 0.2 -0.2 -0.5
C -0.184 2.704 2.100 -0.5 -1.0 -0.6
C 5.541 0.527 -3.519 0.2 0.2 -0.3
H 2.136 4.232 0.991 -0.1 -0.3 0.1
P -0.127 -1.375 -1.694 -2.6 -3.7 -5.8
C -1.943 -1.610 -1.652 0.2 0.8 1.0
Cl -2.302 -3.347 2.000 0.0 0.8 -0.3
C 2.450 1.634 2.535 0.0 -1.6 -0.6
C 0.527 -3.080 -1.557 1.0 0.6 1.4
H 1.614 -3.062 -1.672 0.0 -0.1 -0.1
H 1.256 3.686 -0.474 0.1 0.2 0.0
H 5.047 1.197 -4.218 0.0 -0.1 0.1
H -6.175 -0.456 1.649 0.0 0.0 0.0
C -3.037 -1.766 1.720 -0.1 0.2 -0.1
C -5.096 -0.494 1.591 0.5 0.0 0.0
```
Forces are in eV/Å.